(1)
C6H8ClN3O3S | the ωB97M-V functional and the def2-TZVPD basis

Values from the calculation:
2S+1: 1
Calculated total energy in Ha: -1481.62221

Last column: natural (NBO) charge in e.
Atoms and positions in Å:
C  -2.591  0.978  0.044  0.11
C  -0.530  1.776  -0.335  0.40
C  4.116  -0.094  -0.293  1.04
C  -1.990  -0.433  -0.221  -0.38
C  1.479  -2.738  0.405  -0.25
C  -3.793  1.266  0.453  -0.38
N  -1.693  2.021  -0.062  -0.50
N  1.258  -0.481  0.240  -0.48
N  0.589  2.439  -0.186  -0.79
O  3.538  0.865  -0.345  -0.53
O  4.775  -1.022  -0.277  -0.52
O  1.932  -1.530  -0.207  -0.42
S  -0.112  -0.031  -0.813  0.65
Cl  -2.846  -1.422  -1.359  0.01
H  -1.929  -0.901  0.687  0.22
H  2.197  -3.552  -0.055  0.19
H  0.438  -2.891  0.189  0.18
H  1.701  -2.686  1.456  0.19
H  -3.981  2.214  0.689  0.20
H  -4.714  0.569  0.673  0.21
H  0.684  3.475  -0.071  0.41
H  1.473  2.178  -0.613  0.43

(2)
C3H11NO3 | the ωB97M-V functional and the def2-TZVPD basis

Values from the calculation:
2S+1: 1
Calculated total energy in Ha: -401.33839

Last column: natural (NBO) charge in e.
Atoms and positions in Å:
C  0.504  -1.994  -1.172  -0.41
N  -0.044  -0.639  -1.058  -0.62
C  0.822  0.445  -1.494  -0.35
C  0.546  1.487  -0.461  0.42
O  -0.059  2.516  -0.687  -0.55
H  -0.207  -2.710  -0.769  0.20
H  0.688  -2.195  -2.230  0.17
H  1.388  -2.120  -0.553  0.20
H  -0.923  -0.583  -1.547  0.36
H  0.692  0.845  -2.508  0.20
H  1.891  0.210  -1.585  0.21
H  0.805  1.290  0.584  0.14
O  -1.824  1.334  1.848  -0.95
H  -1.809  1.310  0.878  0.48
H  -2.660  1.742  1.994  0.47
O  0.382  -0.318  2.652  -0.96
H  0.265  -0.793  3.509  0.46
H  -0.456  0.173  2.600  0.49

(3)
C5H14N2PS | the ωB97M-V functional and the def2-TZVPD basis

Values from the calculation:
2S+1: 3
Total charge: +1
⟨S²⟩: 2.0083
Calculated total energy in Ha: -1047.48095

Last column: natural (NBO) charge in e.
Atoms and positions in Å:
C  -2.319  -0.092  0.339  0.18
C  1.447  -1.186  -0.874  -0.42
C  1.804  -0.140  1.331  -0.43
C  -1.591  1.994  -0.411  -0.70
C  1.183  1.123  -0.642  -0.27
N  -1.331  -0.867  0.383  -0.83
N  1.117  -0.048  0.048  -0.47
P  -4.020  -0.281  -0.122  0.37
S  -0.049  2.262  0.296  0.39
H  1.704  -2.037  -0.176  0.22
H  0.642  -1.496  -1.438  0.21
H  2.379  -0.989  -1.387  0.22
H  1.737  -1.177  1.661  0.22
H  2.859  0.175  1.244  0.22
H  1.239  0.349  2.093  0.23
H  -1.713  1.746  -1.548  0.23
H  -2.356  2.741  -0.092  0.25
H  0.719  1.087  -1.578  0.23
H  2.132  1.655  -0.692  0.24
H  -1.416  -1.883  0.060  0.39
H  -0.185  -0.503  0.306  0.45
H  -4.075  -1.177  0.855  0.01
H  -4.710  0.786  0.450  0.03

(4)
C55H120CaF8N9O16S8 | the ωB97M-V functional and the def2-TZVPD basis

Values from the calculation:
2S+1: 1
Total charge: +3
Calculated total energy in Ha: -8525.23374

Last column: Mulliken charge in e.
Atoms and positions in Å:
Ca  -0.560  0.814  0.309  5.70
C  -0.331  -10.882  -3.793  -1.32
C  -1.018  -9.796  -2.929  -0.66
C  -0.328  -8.417  -2.913  -0.43
C  -1.156  -7.374  -2.147  -0.93
N  -0.333  -6.079  -1.804  0.53
C  -1.303  -4.929  -1.263  -0.38
C  -1.266  -5.099  0.254  -0.58
C  -0.247  -6.178  0.646  -0.69
C  0.664  -6.198  -0.588  -0.53
C  0.441  -5.556  -3.047  -0.99
C  -0.376  -5.124  -4.353  -0.33
C  0.373  -4.147  -5.272  -1.18
H  -0.884  -11.812  -3.657  0.40
H  0.711  -10.998  -3.493  0.33
H  -0.381  -10.642  -4.855  0.34
H  -1.165  -10.063  -1.883  0.41
H  -2.056  -9.673  -3.239  0.40
H  -0.068  -8.101  -3.924  0.30
H  0.662  -8.493  -2.462  0.31
H  -1.542  -7.854  -1.247  0.42
H  -2.017  -7.010  -2.708  0.42
H  -0.916  -3.956  -1.564  -0.10
H  -2.331  -5.092  -1.586  0.35
H  -1.097  -4.106  0.673  0.02
H  -2.215  -5.438  0.669  0.58
H  0.398  -6.016  1.509  0.35
H  -0.744  -7.128  0.843  0.40
H  1.322  -5.334  -0.676  0.46
H  1.276  -7.084  -0.753  0.53
H  1.231  -6.298  -3.160  0.77
H  0.953  -4.664  -2.689  0.33
H  -1.199  -4.607  -3.860  0.23
H  -0.695  -5.979  -4.949  0.36
H  0.403  -3.160  -4.810  0.17
H  -0.153  -4.004  -6.216  0.35
H  1.355  -4.585  -5.450  0.38
C  -4.884  5.642  -8.563  -1.18
C  -3.824  4.523  -8.976  -0.38
C  -3.912  3.360  -8.066  0.13
C  -2.655  2.373  -8.219  -1.09
N  -2.642  1.422  -7.030  0.45
C  -1.769  0.206  -7.456  -0.94
C  -2.165  -0.972  -6.638  0.25
C  -3.651  -0.803  -6.562  -0.61
C  -4.002  0.660  -6.857  -0.75
C  -2.190  1.966  -5.615  -0.31
C  -0.804  2.632  -5.711  -0.39
C  -0.512  2.974  -4.288  -1.27
H  -5.930  5.350  -8.659  0.35
H  -4.826  6.613  -9.053  0.39
H  -4.833  5.765  -7.481  0.22
H  -2.848  4.989  -8.836  0.35
H  -4.059  4.171  -9.981  0.31
H  -4.833  2.810  -8.259  0.33
H  -4.031  3.644  -7.020  -0.19
H  -1.709  2.911  -8.285  0.40
H  -2.727  1.766  -9.122  0.49
H  -0.714  0.464  -7.368  0.46
H  -1.925  -0.076  -8.498  0.57
H  -1.692  -1.020  -5.657  -0.43
H  -1.995  -1.894  -7.194  0.51
H  -4.003  -0.935  -5.539  0.21
H  -4.146  -1.501  -7.239  0.53
H  -4.525  1.161  -6.042  0.40
H  -4.619  0.856  -7.735  0.40
H  -2.346  1.085  -4.992  0.09
H  -2.916  2.680  -5.225  0.25
H  -1.015  3.523  -6.302  0.34
H  -0.026  2.070  -6.227  0.47
H  -1.325  3.635  -3.988  0.32
H  0.418  3.496  -4.063  0.61
H  -0.654  2.069  -3.697  -0.02
C  0.554  -3.148  4.293  -1.16
C  2.053  -3.424  4.058  0.46
C  2.873  -3.628  5.389  -0.21
C  4.295  -4.054  5.173  -0.91
N  4.997  -4.224  6.550  0.27
C  4.454  -5.451  7.353  -0.63
C  5.663  -5.783  8.285  -0.60
C  6.890  -5.172  7.663  -0.71
C  6.429  -4.710  6.351  -0.63
C  5.001  -2.917  7.410  -1.31
C  5.556  -1.671  6.657  0.80
C  6.096  -0.682  7.681  -1.60
H  0.266  -2.172  4.683  0.32
H  0.057  -3.936  4.859  0.54
H  0.141  -3.142  3.284  0.00
H  2.471  -2.515  3.624  -0.70
H  2.215  -4.194  3.303  0.39
H  2.311  -4.339  5.994  0.26
H  2.848  -2.644  5.856  0.12
H  4.868  -3.314  4.614  0.31
H  4.359  -5.001  4.638  0.58
H  3.556  -5.018  7.793  0.47
H  4.449  -6.350  6.737  0.32
H  5.497  -5.411  9.296  0.28
H  5.754  -6.859  8.434  0.39
H  7.391  -4.447  8.305  0.36
H  7.691  -5.909  7.608  0.39
H  7.124  -3.952  5.993  0.41
H  6.429  -5.542  5.646  0.53
H  5.631  -3.085  8.284  0.66
H  3.982  -2.782  7.772  0.63
H  4.858  -1.095  6.050  -0.67
H  6.319  -2.020  5.961  0.26
H  6.973  -1.035  8.222  0.48
H  5.303  -0.403  8.375  0.42
H  6.551  0.207  7.246  0.28
C  -5.223  5.532  -3.930  -0.89
C  -6.022  4.344  -3.429  -0.47
C  -6.654  4.467  -2.085  -0.60
C  -5.634  4.492  -0.879  -0.13
N  -6.329  4.635  0.531  0.78
C  -5.226  5.106  1.613  -1.26
C  -4.713  3.777  2.233  0.41
C  -6.039  2.985  2.359  -0.81
C  -6.841  3.294  1.112  -0.57
C  -7.538  5.678  0.589  -1.28
C  -7.226  7.048  0.156  0.03
C  -8.456  7.881  0.297  -1.54
H  -4.385  5.801  -3.287  0.25
H  -5.886  6.383  -4.090  0.39
H  -4.654  5.218  -4.805  0.02
H  -5.369  3.481  -3.300  0.01
H  -6.694  4.128  -4.260  0.45
H  -7.397  3.679  -1.962  0.37
H  -7.207  5.405  -2.137  0.24
H  -4.851  5.250  -0.895  0.44
H  -5.018  3.599  -0.774  -0.25
H  -5.660  5.618  2.471  0.48
H  -4.465  5.704  1.111  0.46
H  -4.234  3.888  3.205  0.86
H  -3.950  3.236  1.674  -0.78
H  -6.653  3.383  3.167  0.43
H  -5.866  1.918  2.498  0.42
H  -7.910  3.345  1.320  0.38
H  -6.619  2.520  0.378  0.26
H  -7.708  5.647  1.665  0.67
H  -8.285  5.160  -0.013  0.50
H  -6.986  7.108  -0.905  0.19
H  -6.400  7.460  0.736  0.34
H  -8.882  8.084  1.279  0.36
H  -9.210  7.355  -0.289  0.39
H  -8.334  8.806  -0.266  0.39
C  2.905  1.218  5.634  -1.51
C  2.995  0.764  4.142  1.15
C  4.383  1.047  3.603  -0.24
C  4.915  2.480  3.347  -1.35
N  5.985  2.500  2.257  0.87
C  5.434  2.078  0.901  -0.03
C  5.452  3.274  -0.045  -0.43
C  5.498  4.416  0.892  -0.66
C  6.363  3.951  2.030  -0.74
C  7.218  1.611  2.707  -1.18
C  7.928  2.006  4.018  0.01
C  9.060  1.065  4.470  -1.42
H  2.100  0.760  6.209  0.42
H  3.077  2.288  5.751  0.42
H  3.693  0.704  6.184  0.30
H  2.200  1.213  3.548  -0.01
H  2.886  -0.320  4.120  -0.83
H  4.401  0.399  2.727  0.52
H  5.076  0.566  4.293  -0.06
H  5.314  3.062  4.177  0.61
H  4.104  3.003  2.841  0.42
H  6.081  1.354  0.406  0.18
H  4.429  1.665  0.978  -0.34
H  6.366  3.127  -0.619  0.39
H  4.588  3.415  -0.695  0.24
H  5.931  5.342  0.512  0.47
H  4.490  4.684  1.210  0.19
H  7.406  3.889  1.720  0.51
H  6.361  4.648  2.868  0.32
H  7.848  1.594  1.818  0.71
H  6.882  0.575  2.708  0.46
H  7.159  2.108  4.784  0.20
H  8.472  2.938  3.867  0.33
H  9.739  0.873  3.640  0.43
H  8.702  0.076  4.758  0.23
H  9.500  1.578  5.326  0.40
N  -2.313  -0.028  -0.766  0.05
S  -2.288  -1.087  -2.087  0.14
O  -2.003  -0.433  -3.304  -0.59
O  -3.055  -2.306  -2.010  -0.59
F  -0.805  -1.593  -1.740  0.03
S  -3.831  0.155  -0.745  0.51
O  -4.568  -0.399  0.396  -0.70
O  -4.524  0.382  -1.980  -0.48
F  -3.615  1.669  -0.222  -0.32
N  -1.160  1.331  2.391  -0.45
S  -0.937  2.183  3.634  0.33
O  -0.295  1.593  4.844  -0.49
O  -1.834  3.335  3.783  -0.60
F  0.326  2.867  2.941  -0.20
S  -2.260  0.384  3.299  0.46
O  -3.551  1.075  3.369  -0.50
O  -1.832  -0.470  4.399  -0.51
F  -2.510  -0.664  2.143  -0.17
N  1.298  -0.353  -0.060  0.04
S  2.030  -1.525  0.514  -0.69
O  3.358  -1.346  1.027  -0.50
O  1.635  -2.861  0.057  -0.01
F  1.231  -1.420  1.952  -0.10
S  2.101  -0.313  -1.568  0.60
O  2.331  -1.535  -2.375  -0.55
O  2.960  0.857  -1.674  -0.50
F  0.746  0.161  -2.376  -0.27
N  -0.137  2.907  -0.318  -0.01
S  1.056  3.836  -0.331  0.27
O  1.325  4.720  0.793  -0.58
O  1.587  4.139  -1.676  -0.54
F  2.003  2.579  0.068  -0.10
S  -1.086  4.330  -0.586  0.40
O  -0.748  5.245  -1.675  -0.50
O  -1.857  4.979  0.479  -0.57
F  -2.227  3.513  -1.384  -0.04